Version a
Entry from the OMol25 dataset: C5H4N2O in the gas phase (ωB97M-V/def2-TZVPD).

Structure (XYZ):
```
12
Properties=species:S:1:pos:R:3:lowdin_charge:R:1
N -0.01247 -1.13390 -0.30252 0.0557
C 0.82714 1.25954 -0.21661 -0.0726
H -2.39671 -0.60891 1.34124 0.1029
C 2.16767 -1.04089 0.02616 -0.1620
N -1.28167 -0.62241 -0.64680 -0.0220
C -2.37061 -0.65899 0.17419 0.0241
H 1.95039 -2.11314 0.07313 0.1149
C 0.37257 2.41009 -0.16673 0.0795
O 3.28113 -0.45481 -0.08600 0.0111
C 0.89888 -0.22446 -0.21033 -0.2819
H -3.23976 -0.35460 -0.19052 -0.0084
H -0.19656 3.54250 0.20479 0.1587
```

LUMO energy in hartree: -0.020
Kohn-Sham gap in eV: 9.22
SMILES: C#C/C(C=O)=N\N=C


Version b
Entry from the OMol25 dataset: C5H4N2O in the gas phase (ωB97M-V/def2-TZVPD).

Structure (XYZ):
```
12
Properties=species:S:1:pos:R:3:lowdin_charge:R:1
O 2.17092 0.38207 -0.00943 -0.0817
N -1.02424 -1.18570 -0.05620 0.1318
C 0.09135 0.79811 0.07263 -0.2698
N 1.22456 1.35954 -0.07895 0.1740
C -1.92164 -0.03392 -0.00518 -0.0916
H 1.92231 -1.39178 0.90018 0.1407
H 1.90535 -1.55362 -0.88248 0.1755
H -1.76832 2.17661 0.08004 0.1307
C -1.29652 1.15351 -0.00970 -0.0240
H -2.99144 -0.16256 -0.08459 0.1013
C 0.11924 -0.66537 0.07215 -0.2601
C 1.56841 -0.87690 0.00152 -0.1268
```

LUMO energy in hartree: -0.023
Kohn-Sham gap in eV: 9.06
SMILES: C1=CC2=NOCC2=N1


Version c
Entry from the OMol25 dataset: a molecular structure, C5H4N2O (ωB97M-V/def2-TZVPD).

Structure (XYZ):
```
12
Properties=species:S:1:pos:R:3:lowdin_charge:R:1
C -2.75831 -0.70491 0.03370 0.0776
H 0.07286 2.62586 1.33046 0.2611
N 0.92455 -1.74380 -0.18389 0.1126
C -0.03977 -0.63094 -0.18485 -0.1632
C 0.75550 0.59165 -0.16025 -0.5106
C 2.01163 -1.16402 -0.04532 -0.2329
N 0.29411 1.89066 -0.20443 -0.0027
H -3.86449 -0.51986 -0.13555 0.0622
O 2.02884 0.24475 -0.10167 0.0481
H -0.88938 1.75692 -0.85966 0.2251
C -1.55253 -0.57035 -0.07000 -0.1009
H 3.01699 -1.77595 0.58146 0.2237
```

LUMO energy in hartree: -0.049
Kohn-Sham gap in eV: 7.06


version b is preferred energetically. Next in line: 3.192 eV higher.


Version a
Entry from the OMol25 dataset: C3H9N2O2P in the gas phase (ωB97M-V/def2-TZVPD).

Structure (XYZ):
```
17
Properties=species:S:1:pos:R:3:lowdin_charge:R:1
C 2.05986 -0.13433 0.08136 -0.4965
O -2.05093 -1.36707 0.49860 -0.3518
O 2.24122 1.01431 -0.05219 0.1197
H -0.75530 1.26496 -1.73394 0.0498
P -1.11496 -0.28214 0.09822 0.4406
N 0.43564 -0.83216 0.12748 -0.0621
H -1.11304 0.88802 2.29763 0.0645
C -1.36925 1.12567 1.21715 -0.1977
H 2.41048 -2.12783 0.01478 0.1466
H -2.41306 1.49110 1.23241 0.0463
C -1.29873 0.32043 -1.62386 -0.1570
H 3.83753 -0.93483 -0.12241 0.1428
H -0.87188 -0.40795 -2.21546 0.0097
H -2.37052 0.59633 -1.69344 0.0618
H -0.86274 2.11602 1.20973 0.0477
N 2.83738 -1.17042 -0.04300 0.1516
H 0.39831 -1.56010 0.70695 -0.0159
```

LUMO energy in hartree: 0.017
Kohn-Sham gap in eV: 10.23
SMILES: CP(C)(=O)NC(N)=O


Version b
Entry from the OMol25 dataset: C3H9N2O2P in the gas phase (ωB97M-V/def2-TZVPD).

Structure (XYZ):
```
17
Properties=species:S:1:pos:R:3:lowdin_charge:R:1
H -1.01252 -0.85843 -2.91026 0.0215
H 2.17718 0.03261 0.42730 0.0150
H -1.00306 -1.46050 0.99669 0.0829
H 2.18556 -0.68130 -2.57289 0.0963
H 1.83535 -1.39843 0.97689 0.1056
H -0.81987 2.49166 2.40370 0.0528
C -0.94861 -0.42116 0.74533 -0.1069
C -1.00444 1.90291 1.52297 0.0046
P 0.28493 0.20596 -1.74776 0.7111
H -0.24993 0.28512 2.73905 0.1072
C -0.63628 0.64239 1.74544 -0.2158
N 1.76080 -0.77416 0.14324 -0.0480
H -1.69300 -0.16622 0.02302 0.0547
O 1.18443 -0.85118 -2.58431 -0.3158
H -1.31221 2.13653 0.52666 0.0551
O -1.20335 -0.34510 -2.14572 -0.2688
N 0.45505 -0.74071 -0.28935 -0.3516
```

LUMO energy in hartree: 0.035
Kohn-Sham gap in eV: 8.84
SMILES: C=CCN(N)P(O)O


version a is preferred energetically. Next in line: 2.721 eV higher.


Version a
Entry from the OMol25 dataset: CH4NO3P in the gas phase (ωB97M-V/def2-TZVPD).

Structure (XYZ):
```
10
Properties=species:S:1:pos:R:3:mulliken_spin:R:1
O -0.84278 -0.10034 1.78719 0.0015
N 0.09385 -0.45809 -0.54968 0.3201
H 0.01843 -1.05353 0.33627 -0.0108
P -0.91756 1.36294 1.07508 0.0033
C -0.61431 0.64483 -0.58417 0.7956
H -0.52272 1.50794 -1.20340 0.0283
H 0.56687 -0.83391 -1.39248 -0.0171
O 0.39217 2.01561 1.02854 0.7460
O -2.02464 2.24234 1.44322 0.1295
H -0.60781 0.09906 2.66506 0.0036
```

Multiplicity: 3
⟨S²⟩: 2.01
LUMO energy (alpha / beta) in hartree: 0.020 / -0.143
Kohn-Sham gap (alpha / beta) in eV: 7.44 / 6.99


Version b
Entry from the OMol25 dataset: a molecular structure, CH4NO3P (ωB97M-V/def2-TZVPD).

Structure (XYZ):
```
10
Properties=species:S:1:pos:R:3:mulliken_spin:R:1
P -0.02292 -1.16085 -0.25051 1.1682
C -1.89814 0.18836 0.19730 0.0378
H 3.07665 0.63580 0.34797 0.0027
N 2.51775 -0.04806 -0.23562 0.0179
O -1.06334 0.40810 -0.91382 0.4428
O -1.08430 -0.85111 0.94868 0.0659
O 1.13750 -0.19183 0.34344 0.1793
H -2.20497 1.07758 0.80483 0.0641
H -2.83249 -0.38420 -0.05719 0.0187
H 2.37426 0.32621 -1.18508 0.0024
```

Multiplicity: 3
⟨S²⟩: 2.01
LUMO energy (alpha / beta) in hartree: 0.031 / -0.124
Kohn-Sham gap (alpha / beta) in eV: 6.92 / 6.45


version a is preferred energetically. Next in line: 3.566 eV higher.


Version a
Entry from the OMol25 dataset: C10H11NS in the gas phase (ωB97M-V/def2-TZVPD).

Structure (XYZ):
```
23
Properties=species:S:1:pos:R:3:lowdin_charge:R:1
H 1.50211 -2.41599 1.25553 0.0918
H -0.49605 3.32354 0.17379 0.1249
C 1.22197 0.10558 -2.04058 -0.0568
H 1.19003 1.16857 -1.58683 0.0799
C 0.95828 -1.57686 1.53623 -0.1026
H 2.04494 -0.29595 -2.51984 0.0226
H -0.23317 -2.05307 3.35089 0.0292
S -0.89024 0.01890 2.87505 0.9288
C -2.23958 -0.77702 0.63485 -0.0050
H 1.84672 2.46450 1.41079 0.1413
C -1.42709 1.56225 0.64773 -0.1488
H -2.37370 2.15769 0.26160 0.1511
H -2.38328 -1.67356 1.22842 0.0653
C 1.02241 1.82109 0.93541 -0.1763
N 1.47230 0.64412 0.94385 0.0992
C 1.09320 -0.57659 0.49614 -0.3946
H 0.22534 -0.06156 -2.61296 0.0921
H 1.11784 -1.96404 -1.05433 0.0886
C -0.30021 2.27110 0.56865 -0.1077
C 1.09098 -0.91883 -0.82223 -0.0702
C 0.07555 -1.45094 2.54281 -0.3693
C -1.63376 0.24307 1.21419 -0.6084
H -2.53244 -0.60963 -0.50033 0.1251
```

LUMO energy in hartree: 0.005
Kohn-Sham gap in eV: 8.02
SMILES: C=C1\C=C/C=N\C(=C/C)\C=C/S1


Version b
Entry from the OMol25 dataset: C10H11NS in the gas phase (ωB97M-V/def2-TZVPD).

Structure (XYZ):
```
23
Properties=species:S:1:pos:R:3:lowdin_charge:R:1
C -1.45110 1.50091 1.43833 -0.0359
N -2.51775 0.60688 -0.49706 0.1433
C -2.60362 1.29862 0.59803 -0.2962
C -0.21114 0.73102 0.98556 -0.5410
C 0.89220 1.85537 0.91636 0.0081
C 0.53758 -2.34996 -3.08542 -0.3831
C 1.43259 -1.14372 -1.30616 -0.1278
C 1.67844 -2.06190 -2.33097 -0.1547
H 0.85123 2.23492 1.83946 0.0376
H 0.49312 2.44991 0.12345 0.0944
S -0.82271 -1.37979 -2.61585 1.0064
H 0.56863 -1.27132 1.46319 0.0744
H 0.34822 -3.00219 -3.87269 0.0332
C 0.12040 -0.72123 -1.22293 -0.5132
H -3.60360 1.80892 0.93316 0.1310
C -0.49577 0.07649 -0.30956 -0.0141
H 0.81780 0.04423 2.69307 0.0804
H 2.58565 -2.47628 -2.47098 0.0626
C 0.08554 -0.43567 2.00733 -0.0124
H 1.71698 1.29719 0.60402 0.0596
H -0.96430 -0.69897 2.52593 0.1346
H -1.53934 2.30157 2.18900 0.1112
H 2.08095 -0.66501 -0.60526 0.1016
```

LUMO energy (alpha / beta) in hartree: -0.020 / -0.015
Kohn-Sham gap (alpha / beta) in eV: 6.40 / 7.92


version a is preferred energetically. Next in line: 1.694 eV higher.